(1)
Density functional theory data (ωB97M-V/def2-TZVPD) for C7H14N2 in the gas phase at a distorted geometry.

Values from the calculation:
SMILES   CCCN1C=CN(C)C1
Charge   0
Energy relative to the best compared isomer or geometry (same formula, charge and spin)   392.0 kJ/mol
Molar mass   126.20 u
DFT total energy   -384.48257 hartree
HOMO-LUMO gap   8.296 eV
HOMO energy   -7.28 eV
Multiplicity   1

Each line ends with the Löwdin charge.
Cartesian coordinates (Å):
1 C -0.97 3.62 0.83  -0.084
2 C -0.93 2.04 0.34  -0.264
3 C 0.12 1.19 0.92  -0.275
4 C -0.47 -0.48 -0.70  -0.103
5 C 0.86 -2.08 -2.23  -0.135
6 C 1.01 -1.97 0.29  -0.113
7 C 0.49 -1.19 1.21  -0.148
8 H -1.90 4.01 0.21  0.101
9 H -0.08 4.09 0.39  0.049
10 H -0.96 3.71 1.88  0.033
11 H -1.10 2.12 -0.86  0.153
12 H -1.80 1.63 0.83  0.094
13 H 0.09 1.14 2.05  0.144
14 H 1.19 1.58 0.56  0.164
15 H 0.17 0.19 -1.21  0.088
16 H -1.33 -0.28 -1.17  0.077
17 H 1.16 -3.19 -2.41  0.089
18 H 0.21 -1.89 -3.12  0.080
19 H 1.91 -1.49 -2.27  0.112
20 H 1.53 -2.92 0.33  0.110
21 H 0.82 -1.27 2.33  0.149
22 N -0.32 -0.17 0.72  -0.154
23 N 0.24 -1.87 -0.93  -0.167

---

(2)
Density functional theory data (ωB97M-V/def2-TZVPD) for a molecular structure, C46H38F2LuN9O9 at a distorted geometry.

Values from the calculation:
Charge   -2
Energy relative to the best compared isomer or geometry (same formula, charge and spin)   820.5 kJ/mol
Molar mass   1073.83 u
DFT total energy   -4380.31066 hartree
HOMO-LUMO gap (alpha / beta)   3.284 / 3.686 eV
HOMO energy (alpha / beta)   -1.03 / -1.41 eV
Multiplicity   1

Each line ends with the Löwdin charge.
Cartesian coordinates (Å):
1 Lu 2.92 -1.20 -0.21  1.607
2 C -4.82 -4.22 -0.89  -0.140
3 N -4.03 -3.84 0.30  -0.028
4 C -4.71 -2.83 1.14  -0.158
5 C -4.90 -1.46 0.65  -0.360
6 N -4.29 -0.69 -0.19  0.175
7 C -4.95 0.59 -0.16  -0.178
8 C -5.05 1.53 -1.19  -0.005
9 C -6.34 2.20 -1.45  -0.057
10 C -7.31 2.14 -0.39  -0.106
11 C -7.18 1.22 0.64  -0.065
12 C -6.04 0.43 0.75  -0.213
13 N -6.00 -0.87 1.21  0.123
14 C -4.08 -4.19 -2.18  -0.312
15 N -4.18 -5.19 -3.03  0.137
16 C -3.00 -5.16 -3.79  -0.238
17 C -2.32 -6.12 -4.44  -0.028
18 C -1.09 -5.66 -5.06  -0.109
19 C -0.79 -4.35 -5.23  -0.123
20 C -1.34 -3.38 -4.35  -0.019
21 C -2.37 -3.85 -3.58  -0.170
22 N -3.16 -3.22 -2.60  0.159
23 H -5.64 -3.52 -1.16  0.139
24 H -5.15 -5.20 -0.86  0.093
25 H -4.02 -4.61 0.94  0.094
26 H -4.13 -2.77 2.13  0.161
27 H -5.72 -3.21 1.21  0.108
28 H -4.25 1.66 -1.93  0.112
29 H -6.46 2.49 -2.51  0.100
30 H -8.26 2.66 -0.53  0.092
31 H -8.02 1.09 1.32  0.102
32 H -6.51 -1.09 2.07  0.167
33 H -2.68 -7.13 -4.46  0.097
34 H -0.40 -6.43 -5.46  0.102
35 H 0.05 -4.14 -5.89  0.102
36 H -0.98 -2.36 -4.49  0.116
37 H -2.75 -2.69 -1.86  0.132
38 F 2.64 -6.41 -0.79  -0.067
39 C 3.62 -5.55 -0.14  -0.209
40 C 2.98 -4.38 0.40  -0.120
41 C 3.58 -3.15 0.42  -0.277
42 C 5.01 -3.18 0.60  -0.172
43 C 5.55 -4.45 0.19  -0.145
44 F 6.97 -4.45 0.55  -0.071
45 C 5.01 -5.66 -0.24  0.039
46 C 5.78 -2.00 0.29  -0.261
47 C 6.95 -1.85 -0.45  -0.087
48 C 7.11 -0.82 -1.43  -0.131
49 C 6.02 -0.01 -1.55  -0.261
50 C 4.89 0.00 -0.78  -0.325
51 N 5.02 -0.69 0.51  -0.167
52 H 2.02 -4.69 0.74  0.081
53 H 5.41 -6.58 -0.61  0.110
54 H 7.79 -2.54 -0.32  0.088
55 H 8.09 -0.64 -1.88  0.089
56 H 6.04 0.79 -2.26  0.058
57 H 7.45 5.51 -5.30  0.204
58 N -3.03 -0.66 6.45  0.110
59 C -2.43 0.38 6.43  -0.371
60 N -1.78 1.44 6.29  -0.108
61 C -1.85 2.59 7.25  -0.093
62 C -1.78 3.92 6.49  -0.176
63 O -0.51 3.81 5.85  -0.126
64 C -0.57 2.92 4.72  -0.176
65 C -0.80 1.54 5.21  -0.131
66 H -1.04 2.38 7.93  0.126
67 H -2.82 2.40 7.71  0.117
68 H -1.91 4.80 7.15  0.126
69 H -2.66 3.97 5.80  0.138
70 H 0.41 2.87 4.22  0.123
71 H -1.30 3.19 3.94  0.139
72 H 0.19 1.09 5.55  0.144
73 H -1.17 0.88 4.41  0.136
74 O 1.90 4.81 -6.85  -0.031
75 C 1.04 5.01 -6.00  -0.277
76 C 1.88 4.72 -4.40  -0.046
77 C 1.63 5.63 -3.58  -0.069
78 C 0.40 6.42 -3.49  -0.183
79 C -0.45 6.38 -4.41  -0.163
80 C -0.17 5.75 -5.71  -0.091
81 C -0.94 6.47 -6.81  -0.560
82 O -0.96 6.38 -7.95  0.127
83 O -1.43 7.56 -6.14  0.020
84 H -2.14 7.92 -6.62  0.075
85 H 2.24 3.76 -4.33  0.038
86 H 8.33 6.78 -6.42  0.058
87 H 0.23 6.35 -2.42  0.077
88 H -1.46 6.66 -4.42  0.084
89 O 8.11 6.51 -5.44  -0.263
90 O 0.15 0.89 1.72  0.063
91 C 1.08 0.10 1.74  -0.555
92 O 1.19 -0.57 0.59  -0.274
93 C 2.01 -0.25 2.89  -0.149
94 C 2.20 -1.56 3.38  0.033
95 C 3.02 -1.62 4.59  -0.035
96 C 3.84 -0.59 5.05  0.011
97 C 3.73 0.58 4.28  -0.169
98 C 2.62 0.87 3.46  0.056
99 N 4.79 1.52 4.22  -0.311
100 O 5.90 1.19 4.68  0.064
101 O 4.55 2.56 3.57  0.051
102 H 1.75 -2.39 2.85  0.109
103 H 3.04 -2.56 5.15  0.099
104 H 4.57 -0.64 5.80  0.103
105 H 2.41 1.92 3.18  0.143

---

(3)
Density functional theory data (ωB97M-V/def2-TZVPD) for a molecular structure, C26H48Cl3N5O3PSiSm at a distorted geometry.

Values from the calculation:
Charge   0
Energy relative to the best compared isomer or geometry (same formula, charge and spin)   0.0 kJ/mol
Molar mass   794.48 u
DFT total energy   -4188.41226 hartree
HOMO-LUMO gap (alpha / beta)   4.462 / 5.146 eV
HOMO energy (alpha / beta)   -5.39 / -5.39 eV
Multiplicity   6

Each line ends with the Mulliken spin population.
Cartesian coordinates (Å):
1 C 0.22 5.70 0.95  0.000
2 C -0.79 4.69 1.44  0.000
3 H -0.05 6.71 1.27  0.000
4 H 0.30 5.74 -0.15  0.000
5 H 1.23 5.48 1.31  0.000
6 C -2.10 4.99 1.42  0.000
7 C -2.70 6.26 0.92  0.000
8 H -2.82 4.24 1.71  0.000
9 H -2.34 6.56 -0.07  0.000
10 H -2.45 7.08 1.60  0.000
11 H -3.79 6.21 0.90  0.000
12 Sm 0.83 -0.46 -2.77  5.045
13 Cl 1.18 -0.76 0.01  -0.011
14 Cl 0.58 0.19 -5.25  -0.013
15 H 3.39 -5.55 -2.67  0.000
16 H 4.53 -5.49 -0.77  0.000
17 C 2.92 -4.57 -2.61  0.000
18 C 4.68 -4.41 -0.80  0.000
19 N 3.65 -3.79 -1.61  0.001
20 H 1.87 -4.72 -2.36  0.000
21 C 3.35 -2.50 -1.48  -0.002
22 O 2.59 -1.94 -2.35  -0.005
23 H 4.66 -4.05 0.23  0.000
24 H 3.72 -1.94 -0.59  0.000
25 H 2.99 -4.10 -3.59  0.000
26 H 5.67 -4.22 -1.21  0.000
27 H -1.39 3.01 -1.75  0.000
28 H -4.68 2.13 -1.04  0.000
29 C -2.07 2.65 -2.55  0.000
30 C -4.36 1.73 -2.02  0.000
31 N -2.90 1.53 -2.06  0.001
32 H -1.45 2.29 -3.40  0.000
33 C -2.36 0.38 -1.67  -0.002
34 O -1.18 0.01 -1.98  -0.003
35 H -4.84 0.74 -2.19  0.000
36 H -3.06 -0.27 -1.09  -0.001
37 H -2.76 3.44 -2.87  0.000
38 H -4.63 2.41 -2.84  0.000
39 O 0.50 3.10 0.75  -0.001
40 C -0.26 3.27 1.83  0.000
41 C -2.41 1.89 1.42  0.000
42 C -1.26 2.12 2.17  0.000
43 H -2.53 2.41 0.46  0.000
44 C -3.40 1.00 1.86  0.000
45 H 0.38 3.38 2.75  0.000
46 C -1.01 1.31 3.27  0.000
47 H -4.32 0.86 1.26  0.000
48 C -3.22 0.37 3.10  0.000
49 C -1.99 0.43 3.75  0.000
50 H -0.01 1.32 3.73  0.000
51 H -4.04 -0.21 3.53  0.000
52 H -1.82 -0.14 4.67  0.000
53 Si 3.52 2.25 -1.42  -0.001
54 Cl 1.12 1.91 -1.83  -0.009
55 C 4.00 1.46 -3.10  0.002
56 C 4.31 1.18 -0.07  0.001
57 C 4.29 3.98 -1.31  0.000
58 H 3.74 0.38 -3.15  -0.001
59 H 5.09 1.50 -3.26  0.000
60 H 3.51 2.03 -3.90  0.000
61 H 3.79 4.73 -1.95  0.000
62 H 5.33 3.88 -1.69  0.000
63 H 4.36 4.34 -0.27  0.000
64 H 3.54 0.66 0.52  0.000
65 H 4.95 1.79 0.58  0.000
66 H 4.99 0.42 -0.49  0.000
67 C -2.44 -4.70 0.41  0.000
68 N -1.08 -4.43 -0.11  0.000
69 C -0.09 -5.09 0.77  0.000
70 N -0.19 -4.65 2.17  0.000
71 C -1.56 -4.91 2.66  0.000
72 N -2.60 -4.25 1.82  0.000
73 C -2.55 -2.80 1.94  0.000
74 P -0.91 -2.07 1.36  -0.001
75 C -0.84 -3.02 -0.29  0.000
76 C 0.18 -3.24 2.34  0.000
77 H -2.60 -5.79 0.38  0.000
78 H -3.18 -4.17 -0.20  0.000
79 H 0.92 -4.88 0.40  0.000
80 H -0.30 -6.17 0.74  0.000
81 H -1.66 -4.52 3.69  0.000
82 H -1.75 -5.99 2.64  0.000
83 H -3.35 -2.35 1.34  0.000
84 H -2.69 -2.51 2.99  0.000
85 H 0.17 -2.87 -0.71  0.000
86 H -1.58 -2.56 -0.97  -0.001
87 H 0.09 -2.97 3.40  0.000
88 H 1.23 -3.09 2.03  0.000